C48H57N3O4OsP2SSi3 | ωB97M-V with the def2-TZVPD basis set

Values from the calculation:
Gap between HOMO and LUMO (eV): 5.691
Electronic energy (eV): -118863.547
Energy above the lowest of the compared OMol25 structures with the same formula, charge and spin (kcal per mole): 1.93

The geometry in ORCA input format:
```
! wB97M-V def2-TZVPD RIJCOSX def2/J DEFGRID3
* xyz 2 1
C -1.932 -1.171 -5.490
S 2.419 -1.724 -3.544
Si 0.691 2.072 0.653
C -1.978 -0.605 4.886
H -1.703 -4.934 -2.819
C -1.892 -3.257 -4.155
H 2.246 -0.206 2.113
C -0.321 -4.991 3.734
C -4.829 -2.026 -1.547
N 1.755 -1.063 -2.122
C 5.403 -4.182 -2.265
H -6.438 2.813 3.269
H -3.302 0.208 1.485
N -0.810 -1.798 -2.062
C 4.630 -3.474 -3.183
O 3.024 -0.713 -4.340
C -1.640 -1.899 -4.288
H -5.434 -1.380 -2.171
C -2.739 1.401 -2.817
N -2.191 -0.570 -6.434
H 3.271 0.766 -1.225
C -1.629 3.956 -1.868
H 1.218 0.777 3.196
H -3.504 -1.123 2.581
C -1.070 -1.211 -3.231
C -2.872 2.097 0.113
H 1.578 2.445 -4.670
C 2.511 2.414 0.839
H -2.322 -3.816 -4.975
H 0.197 3.342 2.641
H -2.262 1.515 -3.791
O 1.420 -2.574 -4.119
H -3.653 2.005 -2.851
H 1.232 4.305 -0.979
C -3.180 -1.076 5.417
C -2.757 -0.451 2.157
H -4.125 -0.714 5.022
C -3.841 -1.485 -0.742
Si 1.359 2.102 -2.293
P -1.758 -1.517 1.067
H 3.516 1.099 -2.936
H 3.140 1.541 0.663
C 5.148 -4.114 -0.898
C -0.774 -1.941 6.499
Os -0.074 -0.623 -0.502
C -3.057 -2.307 0.068
H -3.785 1.527 -0.077
C -3.179 -1.980 6.465
H 5.773 -4.673 -0.214
C -0.779 -1.033 5.446
Si -1.758 2.153 -1.402
H 0.824 -3.062 1.213
H 3.918 -3.272 0.665
C -1.972 -2.418 7.004
O 1.575 -1.534 0.032
C -4.541 1.817 3.319
C -4.008 3.374 5.552
C 0.869 1.857 -4.078
H -4.464 -5.287 -0.709
C -1.123 -2.865 2.113
H 0.165 -2.262 6.932
P -1.928 0.580 3.483
C 4.111 -3.334 -0.398
C -0.172 3.403 1.612
H 0.128 4.386 1.235
C -5.050 -3.399 -1.540
H -1.248 4.120 -2.876
C 0.029 1.430 -1.009
H 2.669 2.739 1.872
H -4.796 1.217 2.457
H -2.982 -2.990 3.221
C 0.533 -4.495 2.762
H -1.257 3.364 1.650
H -3.684 -0.412 -0.742
H 1.515 -4.929 2.631
O 0.462 0.505 1.298
C -3.319 1.679 3.970
C -5.488 2.725 3.781
C -1.026 -3.119 -1.939
C -1.585 -4.437 3.889
C 2.220 -1.716 -1.101
H -2.117 2.383 5.614
H 0.828 4.533 -2.675
H 0.959 0.836 -4.445
H 2.492 4.253 -2.197
C 1.226 0.016 2.416
C 3.125 1.511 -2.004
H -0.008 -5.811 4.366
C 3.613 -2.703 -2.671
H 6.220 -4.795 -2.623
H 2.871 3.220 0.199
H -0.808 -0.171 -3.325
H 3.739 2.375 -1.744
H -2.687 -4.335 0.696
C -3.063 2.476 5.089
H -1.972 -3.115 7.833
C -5.225 3.504 4.895
H -5.826 -3.825 -2.161
H -5.964 4.208 5.254
H -3.055 0.364 -2.711
C 0.134 -3.440 1.952
H -2.672 4.291 -1.855
H -3.192 3.115 0.350
H -2.386 1.706 1.003
C -4.284 -4.220 -0.725
C -1.554 -3.874 -2.962
H -4.116 -2.331 6.877
H 4.827 -3.526 -4.246
H -2.262 -4.820 4.640
C 3.348 -2.625 -1.307
H 0.750 -0.886 2.799
C -3.286 -3.680 0.076
H -0.125 2.242 -4.312
C -1.987 -3.386 3.085
H 0.160 -0.644 5.071
H -3.794 3.976 6.426
C 1.457 3.965 -1.993
H -0.765 -3.570 -0.990
H -1.074 4.578 -1.166
*
```

C48H58BClF5N2P3PtSe | ωB97M-V with the def2-TZVPD basis set

Values from the calculation:
Gap between HOMO and LUMO (eV): 4.152
Electronic energy (eV): -176929.775

The geometry in ORCA input format:
```
! wB97M-V def2-TZVPD RIJCOSX def2/J DEFGRID3
* xyz 2 1
H -0.016 -1.453 -2.819
C -0.525 1.358 -5.384
C -2.866 4.393 -0.485
C 1.345 -2.115 2.877
Se -0.409 -2.617 -0.302
H 1.922 -1.539 -1.573
H -2.958 0.927 1.083
H 5.506 -0.590 -1.437
F -0.648 -5.236 -3.954
B 1.244 1.017 2.030
C 2.336 1.782 -3.350
H -4.371 5.536 -1.478
F -0.679 -7.487 -2.161
C 3.074 2.131 0.780
C -1.019 1.505 -4.095
C -0.878 0.483 -3.159
C -3.028 -0.548 -1.633
C -3.286 -1.859 1.627
C 3.667 3.180 3.696
H 2.736 -1.335 0.799
H -4.386 0.784 -0.621
C 0.131 -6.468 -2.088
H 3.568 -2.058 -1.967
C -3.409 0.607 2.022
H 0.444 -2.546 5.362
H 4.808 0.706 -2.394
H -4.376 -1.826 1.555
C 4.844 0.279 -1.394
C -0.797 -3.299 3.201
H 1.821 -2.909 3.457
C 0.121 0.191 -5.762
H -0.643 2.166 -6.094
H 5.311 0.998 -0.722
H 1.066 3.845 -0.867
C 2.653 2.355 3.246
C 3.554 3.701 4.981
C 0.999 -6.192 -1.040
H 0.824 -1.728 -5.104
H 0.173 2.784 -1.965
C 0.534 -3.764 -1.120
C 1.544 2.062 4.057
C 2.331 2.442 -1.971
C -0.682 0.907 3.604
P -1.548 0.546 -1.449
H 2.795 -0.778 -2.902
C -3.322 -0.926 3.959
H -2.992 -1.861 4.401
H 1.375 -2.407 1.830
H 1.140 4.112 -2.608
H -1.495 2.438 -3.831
H -6.131 -2.876 -1.934
C -2.814 -0.713 2.527
H 0.578 2.361 5.961
C -2.165 3.194 -0.451
H -4.415 -0.949 3.932
C 3.580 3.338 -1.886
C 0.143 -5.381 -2.954
H -1.774 -3.337 3.673
H -4.852 3.752 -3.143
H -2.906 -1.762 0.608
H 4.155 1.985 0.738
C -4.264 -0.175 -1.102
H 2.880 3.195 0.627
H 1.556 1.037 -3.465
H -4.480 0.471 1.859
H -2.653 5.150 0.256
N 0.688 1.232 3.325
H 0.499 0.078 -6.769
C 1.434 2.578 5.335
H 3.571 4.005 -1.027
H 4.521 3.415 3.074
H 3.580 3.974 -2.774
C 0.294 -0.823 -4.831
H 3.297 1.319 -3.574
C 1.028 -4.329 -2.473
C -0.003 -1.668 4.890
C -2.947 -1.772 -2.298
C 1.100 3.341 -1.835
H -3.037 -0.109 4.622
H -0.178 -4.057 3.686
C -5.267 -2.231 -1.846
C -5.370 -1.002 -1.211
H -6.320 -0.678 -0.805
H -2.031 -2.072 -2.788
C -0.192 -0.670 -3.542
C 3.678 -0.934 0.431
C -4.094 3.606 -2.386
H 0.643 -0.820 5.115
P 2.246 1.177 -0.575
H 4.371 -1.764 0.269
H -3.290 1.413 2.745
C 1.598 -4.869 -1.188
H -0.977 -1.515 5.355
H -0.850 0.620 4.639
C -3.390 2.419 -2.338
H -3.964 -3.545 -2.930
C 3.477 -0.201 -0.898
C 2.900 -1.194 -1.904
H 2.401 3.825 6.781
C -3.827 4.602 -1.455
C 2.459 3.403 5.787
C -4.051 -2.608 -2.395
H 2.170 2.557 -4.102
H -1.353 1.733 3.365
F 2.842 -4.619 -0.791
H -3.621 1.645 -3.059
Cl -1.003 3.053 0.841
H 4.515 2.782 -1.889
P -0.958 -0.506 2.451
H 4.101 -0.292 1.205
F 1.716 -3.564 -3.315
C -2.393 2.179 -1.379
N 2.488 1.701 2.015
F 1.125 -6.910 0.014
H -3.016 -2.837 2.021
Pt 0.142 0.345 0.422
C -0.090 -1.947 3.381
H 1.939 -1.211 3.006
H -0.904 -3.589 2.156
H 4.331 4.350 5.361
*
```